[1]
17
Properties=species:S:1:pos:R:3:forces:R:3:mulliken_charge:R:1 method="wB97M-V/def2-TZVPD" total_charge=+1 lumo_energy_ev=-3.6 relative_energy_kcal_mol=66.08
H 1.2234 -2.3711 -0.3342 1.1 -1.3 -0.6 0.48
C -2.4373 0.1664 0.5594 -0.5 -0.3 -0.3 -0.02
O 3.2806 1.4282 0.6054 1.0 2.8 1.2 -0.22
N -2.2231 0.3990 -0.7431 -0.5 -0.8 4.4 -0.05
C 2.8770 0.5480 0.0435 -0.6 -1.2 0.1 0.69
N -1.3389 0.4379 1.2766 -0.9 0.5 -0.9 -0.22
C 1.3031 -1.3250 -0.2414 -2.6 1.6 2.3 0.06
N -0.9566 0.9241 -0.8654 1.5 0.7 -1.6 -0.32
C -0.2132 0.4652 0.3409 -0.2 -2.1 -0.1 0.05
H -3.3789 -0.2247 1.0339 1.1 0.6 -0.9 0.37
H -1.1589 0.0164 2.1741 -0.3 0.0 0.1 0.30
N 0.1627 -0.9502 0.3065 1.3 0.4 -2.0 -0.59
H -2.8764 0.2473 -1.4652 -0.6 0.1 -1.0 0.19
C 2.4969 -0.5773 -0.4765 -0.8 -1.5 -1.3 -0.90
H 3.2636 -0.9998 -1.0684 0.7 -0.6 -0.6 0.42
H -0.6147 0.7228 -1.8291 0.3 0.0 1.4 0.33
H 0.5908 1.0930 0.6830 -0.1 0.9 -0.3 0.43

[2]
13
Properties=species:S:1:pos:R:3:forces:R:3:mulliken_charge:R:1 method="wB97M-V/def2-TZVPD" total_charge=0 lumo_energy_ev=-0.4 relative_energy_kcal_mol=185.79
H 1.4434 1.2960 1.1956 1.2 -1.0 -0.8 0.27
H -2.4095 0.5936 1.2888 -0.2 -0.2 -1.5 0.24
C 2.1610 0.7200 0.5181 -0.4 0.3 0.6 -0.95
O 0.3843 0.0976 -0.8778 -1.4 3.5 -0.5 -0.15
C -0.3937 -0.5057 -1.7278 1.4 -2.9 0.0 -0.23
O 1.6085 -1.5482 -0.1439 1.2 0.7 0.4 -0.49
C -3.0498 -0.1578 -0.7078 -0.2 -0.3 -1.2 0.00
C 1.4738 -0.3569 -0.1929 -0.8 -3.2 0.5 0.78
H 0.1412 -1.6034 -1.7342 -1.4 1.6 -0.5 0.15
H 2.5447 1.3769 -0.2264 0.1 1.0 -0.6 0.31
H -3.8342 -0.2714 1.1158 -3.0 -1.5 1.2 0.28
C -3.0947 0.1067 0.5378 3.3 1.9 1.4 -0.53
H 3.0251 0.2526 0.9545 0.1 0.1 0.9 0.33